No. 1
{"formula": "C3H7NOS", "method": "ωB97M-V/def2-TZVPD", "orbital_gap_ev": 9.6, "homo_ha": -0.3257, "smiles": "OCC/C=N\\S", "multiplicity": 1, "lumo_ha": 0.026, "total_energy_ev": -17595.378, "elements": ["C", "C", "C", "H", "H", "H", "H", "H", "H", "H", "N", "O", "S"], "coordinates": [[1.105721, -1.078316, -0.445806], [0.396860, 0.120890, 0.064371], [-1.090890, 0.043505, 0.112788], [1.444201, -1.859866, 1.235038], [0.663401, -1.449313, -1.315062], [2.075124, -0.718329, -0.723088], [0.601882, 0.187518, 1.092014], [0.743339, 0.971086, -0.576717], [-1.467509, -1.015624, 0.180647], [-2.365564, 3.434560, 0.077098], [-1.933370, 1.035936, 0.123053], [1.045329, -2.229252, 0.451684], [-1.218523, 2.557206, -0.276022]], "forces_ev_per_a": [[-0.37, -1.26, 0.70], [-0.93, 0.76, -1.74], [-1.64, 0.21, -0.28], [0.23, -0.42, 0.85], [-0.76, -0.44, -1.63], [1.16, -0.51, 0.19], [1.05, 0.93, 1.57], [-0.21, -0.33, 1.04], [-0.13, 1.23, 0.25], [1.93, -1.83, -0.65], [1.32, -1.37, -0.52], [0.42, 1.53, -0.82], [-2.06, 1.49, 1.04]], "lowdin_charge": [-0.255, -0.238, -0.290, 0.069, 0.103, 0.111, 0.111, 0.096, 0.135, -0.073, -0.368, -0.052, 0.652]}

---

No. 2
{"formula": "C21H31BCl5F4N5O8PRb", "method": "ωB97M-V/def2-TZVPD", "orbital_gap_ev": 6.8, "homo_ha": -0.1108, "total_charge": -2, "multiplicity": 1, "lumo_ha": 0.138, "total_energy_ev": -130227.849, "elements": ["Rb", "N", "C", "C", "N", "C", "C", "N", "H", "H", "H", "H", "H", "H", "H", "H", "H", "H", "H", "H", "H", "Cl", "C", "C", "Cl", "C", "Cl", "C", "O", "C", "Cl", "C", "Cl", "O", "C", "O", "C", "C", "N", "N", "C", "C", "O", "O", "H", "H", "H", "C", "C", "O", "P", "O", "C", "C", "O", "C", "C", "H", "H", "H", "H", "H", "H", "H", "H", "H", "H", "H", "H", "H", "H", "H", "F", "B", "F", "F", "F"], "coordinates": [[-0.767048, 0.682118, 0.411119], [0.841616, -2.724940, -2.206907], [2.184987, -2.649818, -1.630832], [2.277195, -3.422426, -0.327462], [1.586224, -2.731391, 0.744469], [1.649258, -3.396355, 2.027849], [0.694306, -2.704832, 2.989064], [-0.675958, -2.806977, 2.480620], [0.152266, -2.501540, -1.495177], [0.721176, -1.963017, -2.867791], [2.890691, -3.080486, -2.349706], [2.500798, -1.618926, -1.425635], [1.895541, -4.446936, -0.485965], [3.331513, -3.512262, -0.042139], [0.599758, -2.612067, 0.533728], [1.387378, -4.469963, 1.955087], [2.672623, -3.341074, 2.416591], [0.812795, -3.126298, 3.995330], [0.953820, -1.647727, 3.039828], [-1.126711, -3.651933, 2.805008], [-1.237692, -2.014625, 2.765465], [-5.642728, -2.024513, -5.139672], [-4.216482, -1.463875, -4.330854], [-4.034169, -1.686606, -2.964586], [-5.253802, -2.537042, -2.076595], [-2.895408, -1.248276, -2.321362], [-2.650397, -1.545197, -0.635639], [-1.842252, -0.537881, -2.987215], [-0.804247, -0.144076, -2.404274], [-2.078433, -0.338354, -4.387564], [-0.837265, 0.503242, -5.251429], [-3.219606, -0.781189, -5.027889], [-3.421043, -0.499342, -6.727206], [-2.279665, 0.521133, 6.817244], [-3.382528, 0.183381, 6.194081], [-4.447495, 0.052224, 6.772917], [-3.302582, 0.042208, 4.716776], [-4.400877, -0.235200, 3.933315], [-3.966196, -0.290856, 2.665668], [-2.657111, -0.062675, 2.557099], [-2.224467, 0.139609, 3.792439], [-0.758835, 0.481329, 4.008826], [-0.421222, 0.733305, 5.201722], [-0.033625, 0.498615, 3.005576], [-1.474420, 0.610560, 6.137627], [-5.431921, -0.372476, 4.209683], [-4.505371, -0.367791, 1.819177], [5.032074, 0.415147, -1.922838], [3.964870, 1.032854, -2.808243], [3.177649, 1.991105, -2.106296], [1.886259, 1.364847, -1.259617], [1.022273, 2.728842, -1.152739], [0.025505, 3.053837, -2.151718], [0.656247, 3.695743, -3.369600], [2.456811, 1.347456, 0.256107], [2.873165, 2.516162, 0.974883], [4.114166, 2.175302, 1.769672], [5.648119, -0.279847, -2.498867], [4.575192, -0.128997, -1.094947], [5.675732, 1.192041, -1.506691], [3.316125, 0.249450, -3.217709], [4.418663, 1.562508, -3.648503], [-0.661291, 3.729102, -1.647508], [-0.516190, 2.145396, -2.424258], [1.256826, 4.561394, -3.084146], [-0.132361, 4.022835, -4.050635], [1.295691, 2.990002, -3.900611], [2.056068, 2.802980, 1.638632], [3.056035, 3.335908, 0.278894], [3.913787, 1.323665, 2.420501], [4.410771, 3.023373, 2.390175], [4.940705, 1.920703, 1.104300], [-3.874507, 4.017439, -0.699295], [-3.138691, 3.081317, 0.024709], [-2.880085, 1.943115, -0.786827], [-1.887609, 3.632094, 0.401370], [-3.844396, 2.665407, 1.161405]], "forces_ev_per_a": [[0.07, 0.30, 0.03], [0.06, 0.01, 0.04], [-0.02, -0.03, -0.01], [0.01, -0.01, 0.01], [-0.01, 0.02, -0.06], [0.00, 0.02, 0.02], [0.01, -0.04, 0.00], [0.09, 0.02, 0.01], [-0.02, 0.02, -0.02], [-0.04, 0.00, -0.01], [0.00, 0.00, 0.01], [0.01, 0.02, 0.00], [0.00, 0.00, 0.00], [0.00, 0.01, 0.00], [0.01, -0.04, -0.04], [0.00, 0.00, 0.00], [-0.01, 0.00, 0.00], [0.00, -0.01, 0.00], [0.00, 0.01, 0.00], [-0.05, 0.01, -0.02], [0.00, 0.02, -0.02], [-0.02, 0.00, 0.00], [0.00, 0.02, 0.02], [0.03, -0.01, -0.04], [-0.02, -0.01, 0.02], [0.02, 0.05, -0.06], [-0.25, -0.36, -0.03], [-0.07, -0.01, -0.04], [-0.03, -0.06, 0.02], [-0.01, 0.00, 0.05], [0.03, 0.02, -0.02], [0.01, -0.02, 0.01], [0.00, 0.01, -0.01], [0.02, -0.18, -0.04], [-0.05, 0.50, 0.11], [0.02, -0.21, -0.03], [0.00, -0.21, -0.05], [0.01, 0.08, 0.00], [-0.04, 0.02, -0.05], [0.10, -0.04, 0.05], [-0.04, 0.09, 0.08], [-0.08, 0.09, -0.04], [0.05, -0.10, -0.08], [0.09, -0.06, 0.41], [-0.02, 0.04, 0.08], [0.01, 0.00, 0.00], [-0.01, 0.00, -0.01], [-0.01, 0.02, 0.00], [-0.03, 0.00, 0.01], [-0.02, -0.06, 0.04], [0.44, 0.17, -0.23], [0.05, 0.01, 0.06], [-0.02, -0.04, -0.06], [-0.03, 0.00, 0.00], [-0.03, -0.08, -0.06], [-0.05, 0.05, 0.04], [-0.04, -0.05, 0.00], [-0.01, 0.00, 0.00], [0.00, 0.00, 0.00], [0.00, 0.00, 0.01], [0.01, 0.00, 0.00], [0.00, 0.00, 0.00], [-0.01, -0.02, 0.00], [0.01, 0.02, -0.01], [0.00, 0.00, 0.00], [0.00, -0.01, 0.01], [0.01, 0.00, -0.01], [0.00, 0.02, -0.01], [0.02, 0.01, -0.01], [0.01, 0.01, 0.00], [0.00, 0.01, -0.01], [0.01, -0.01, -0.01], [-0.05, 0.12, -0.06], [-0.03, -0.03, -0.03], [-0.08, 0.00, -0.10], [-0.02, -0.10, 0.06], [-0.01, 0.00, 0.08]], "lowdin_charge": [0.879, 0.023, -0.290, -0.255, -0.063, -0.258, -0.260, 0.030, 0.033, 0.050, 0.101, 0.073, 0.112, 0.109, 0.081, 0.108, 0.110, 0.105, 0.097, 0.068, 0.032, 0.601, -0.735, -0.702, 0.643, -0.585, 0.664, -0.538, -0.218, -0.603, 0.674, -0.709, 0.626, 0.082, -0.537, 0.040, -0.058, -0.013, 0.018, 0.039, -0.147, -0.596, 0.006, -0.132, 0.038, 0.129, 0.153, -0.088, -0.334, -0.305, 0.838, -0.335, -0.272, -0.078, -0.340, -0.279, -0.071, 0.070, 0.065, 0.070, 0.097, 0.108, 0.114, 0.082, 0.075, 0.076, 0.061, 0.124, 0.110, 0.081, 0.072, 0.064, 0.106, -1.293, -0.001, 0.062, 0.097]}

---

No. 3
{"formula": "C5H11N3O", "method": "ωB97M-V/def2-TZVPD", "orbital_gap_ev": 8.8, "homo_ha": -0.2939, "smiles": "C/C(=C/N)C(=O)N(C)N", "multiplicity": 1, "lumo_ha": 0.029, "total_energy_ev": -11879.368, "elements": ["C", "C", "N", "C", "C", "N", "N", "C", "O", "H", "H", "H", "H", "H", "H", "H", "H", "H", "H", "H"], "coordinates": [[1.941994, -0.176585, 0.271950], [-0.896380, 0.385164, -2.317148], [0.679367, -0.749582, 0.716366], [-0.405955, -0.942351, -0.185972], [-0.814968, 0.303718, -0.829839], [0.663617, -1.519341, 1.909525], [-1.419671, 1.370427, 1.306736], [-1.005542, 1.366926, 0.005976], [-0.992032, -2.014821, -0.307817], [0.083567, -2.347875, 1.729132], [1.589286, -1.887713, 2.119507], [-1.245652, 0.502666, 1.816983], [-1.176190, 2.196371, 1.846252], [-1.039960, 2.374970, -0.411617], [2.698927, -0.247521, 1.057848], [1.806844, 0.878618, 0.027391], [2.292828, -0.713493, -0.616186], [0.084160, 0.615973, -2.747602], [-1.248167, -0.557495, -2.745254], [-1.596073, 1.161945, -2.646232]], "forces_ev_per_a": [[-0.39, 0.03, -0.08], [0.04, 0.38, -0.44], [-1.08, 0.03, -0.57], [0.24, -0.90, 0.79], [0.54, 1.11, 0.97], [-0.07, -0.89, 0.28], [0.78, -0.50, 1.00], [-0.58, 0.19, -1.69], [0.52, 0.47, 0.49], [0.16, 0.31, -0.09], [0.00, 0.07, -0.30], [-0.08, 0.36, -0.05], [-0.08, -0.30, -0.17], [-0.28, -0.17, -0.24], [-0.25, -0.05, -0.03], [0.10, -0.06, -0.04], [0.24, 0.13, 0.10], [-0.06, -0.11, -0.17], [0.09, 0.05, 0.16], [0.16, -0.11, 0.10]], "lowdin_charge": [-0.040, -0.056, -0.220, -0.432, -0.247, 0.062, 0.087, -0.166, 0.062, 0.080, 0.072, 0.092, 0.095, 0.123, 0.083, 0.080, 0.089, 0.076, 0.083, 0.078]}

---

No. 4
{"formula": "C3H9N3O", "method": "ωB97M-V/def2-TZVPD", "orbital_gap_ev": 8.9, "homo_ha": -0.3243, "multiplicity": 1, "lumo_ha": 0.004, "total_energy_ev": -9770.354, "elements": ["C", "C", "N", "N", "C", "N", "O", "H", "H", "H", "H", "H", "H", "H", "H", "H"], "coordinates": [[0.682688, -1.510520, 0.614802], [-1.821825, -0.019041, 0.636237], [0.479117, -0.472321, -0.386883], [1.374753, 0.620134, -0.131105], [-0.716945, 0.418613, -0.316105], [1.714730, 1.134546, -1.318148], [-1.002757, 1.067430, -1.353733], [0.238650, 1.306508, 0.324514], [2.255501, 1.988391, -1.223117], [0.915670, 1.193361, -1.975262], [-0.088811, -2.268360, 0.478056], [0.625121, -1.134441, 1.643530], [1.671003, -1.949483, 0.469685], [-2.584848, 0.757655, 0.652019], [-1.464749, -0.203855, 1.647819], [-2.277298, -0.928615, 0.237692]], "forces_ev_per_a": [[-0.23, 0.32, 0.08], [0.25, 0.70, 0.35], [-0.64, -0.06, -0.40], [-1.69, 1.12, 1.03], [-0.54, -1.48, -2.06], [-0.21, 0.30, -0.49], [0.43, -0.61, 1.07], [2.23, -0.06, 0.22], [-0.16, -0.14, 0.08], [0.33, -0.02, 0.27], [0.13, -0.05, -0.03], [0.02, 0.02, 0.01], [-0.14, 0.01, -0.09], [0.06, -0.04, 0.02], [-0.05, -0.05, -0.02], [0.20, 0.04, -0.07]], "lowdin_charge": [-0.092, -0.009, -0.176, -0.075, -0.558, 0.039, -0.026, 0.202, 0.105, 0.097, 0.085, 0.076, 0.083, 0.085, 0.071, 0.094]}

---

- multiplicity of number 1 (C3H7NOS)?
  1

---

- Which value of multiplicity does entry 2 give?
  1